Entry 1:
Computed, not measured: C3H10NSi as an isolated structure at a distorted geometry, with ωB97M-V/def2-TZVPD.

Output
Total energy in eV: -12630.2668
M in g/mol: 88.2
Charge: +1
HOMO energy in Ha: -0.5534
Max |F| in hartree/bohr: 0.0649
ΔE to the lowest compared entry with this formula, charge and spin in kcal per mole: 59.47
Frontier orbital gap in eV: 11.18

Geometry as XYZ:
```
15
C3H10NSi (ωB97M-V/def2-TZVPD)
C 1.76456 -0.53863 0.21701
C 0.17576 -0.72977 0.35998
C -0.05734 0.63928 -0.05400
N 1.42801 0.58444 -0.73578
Si -1.92044 0.47429 -0.19066
H 2.22058 0.01472 1.06474
H 2.45384 -1.42137 0.00807
H 0.09071 -1.29161 -0.61168
H -0.43122 -0.85622 1.33966
H -2.36857 1.57487 -0.89342
H 0.09242 1.22404 0.79556
H 2.03319 1.36802 -0.55201
H 1.51441 0.33086 -1.74644
H -1.90250 -0.82171 -0.85220
H -2.59268 0.53872 1.17882
```

=====

Entry 2:
Computed, not measured: an isolated molecule of C6H12O at a distorted geometry, with ωB97M-V/def2-TZVPD.

Output
Total energy in eV: -8462.3472
M in g/mol: 100.2
Structure (SMILES): CCC[C@H]1C[C@H]1O
HOMO energy in Ha: -0.3241
Max |F| in hartree/bohr: 0.0419
ΔE to the lowest compared entry with this formula, charge and spin in kcal per mole: 46.28
Frontier orbital gap in eV: 9.77

Geometry as XYZ:
```
19
C6H12O (ωB97M-V/def2-TZVPD)
C -2.74684 0.19443 -0.24196
C -1.35742 0.56582 0.27042
C -0.29349 -0.49786 -0.02186
C 1.04010 -0.16748 0.62780
C 2.20726 -1.06986 0.43470
C 2.07305 0.45344 -0.23061
O 1.81127 0.96620 -1.51556
H -2.75122 0.06386 -1.33073
H -3.09075 -0.74506 0.20610
H -3.48141 0.96940 0.00339
H -1.39190 0.71169 1.35698
H -1.05311 1.53535 -0.15239
H -0.21473 -0.65859 -1.11187
H -0.60110 -1.46028 0.39534
H 0.99073 0.07478 1.67350
H 2.10619 -2.04451 -0.03582
H 3.00378 -1.02114 1.18994
H 2.88293 1.04348 0.18227
H 0.86664 1.08635 -1.69964
```

=====

Entry 3:
Computed, not measured: an isolated ion of composition C2H8N5 and charge +1 at a distorted geometry, with ωB97M-V/def2-TZVPD.

Output
Total energy in eV: -9640.5806
M in g/mol: 102.1
Charge: +1
HOMO energy (spin up / spin down) in Ha: -0.5062 / -0.5300
Max |F| in hartree/bohr: 0.0927
ΔE to the lowest compared entry with this formula, charge and spin in kcal per mole: 170.63
Frontier orbital gap (spin up / spin down) in eV: 7.86 / 8.06

Geometry as XYZ:
```
15
C2H8N5 (ωB97M-V/def2-TZVPD)
C -0.64652 -0.59170 -1.46273
C -1.06974 1.23640 0.00144
N -0.10057 -1.18090 -0.23285
N -0.27644 0.60947 1.09507
N -0.56799 0.76152 -1.17637
N 1.71243 -0.67893 0.94865
N 0.61323 -0.20063 0.35805
H 0.09648 -0.96329 -2.20027
H -1.60599 -1.04498 -1.62797
H -2.17514 1.34101 0.34160
H -0.71198 2.28724 -0.00848
H 0.37608 -2.03418 -0.33358
H 0.18074 1.17356 1.88104
H 1.62829 -0.37432 1.92358
H 2.54712 -0.34028 0.49279
```

=====

Entry 4:
Computed, not measured: a 10-piece molecular cluster, C51H87F6N16O13S6 overall at a distorted geometry, with ωB97M-V/def2-TZVPD.

Output
Total energy in eV: -186034.3055
M in g/mol: 1438.7
Charge: +3
HOMO energy in Ha: -0.4422
Max |F| in hartree/bohr: 0.2389
ΔE to the lowest compared entry with this formula, charge and spin in kcal per mole: 120.96
Frontier orbital gap in eV: 2.55

Geometry as XYZ:
```
179
C51H87F6N16O13S6 (ωB97M-V/def2-TZVPD)
C -1.83320 -2.09331 -8.43617
C -2.56341 -0.80245 -9.00528
C -3.84306 -1.22473 -9.80408
C -5.04328 -1.46903 -8.90304
C -5.32236 -0.24433 -8.07581
C -4.11701 0.09965 -7.17674
N -2.91166 0.26603 -8.05010
O -1.76151 0.78848 -7.30274
C -4.07371 -0.91630 -5.95801
C -4.65552 1.46742 -6.60095
C -1.65028 -0.17917 -10.17033
H -1.50454 -2.77636 -9.21946
H -2.44788 -2.70419 -7.77503
H -1.03991 -1.73602 -7.77956
H -3.57194 -2.02561 -10.49196
H -4.07360 -0.29896 -10.33125
H -4.82883 -2.32601 -8.26453
H -5.91455 -1.67076 -9.52617
H -6.11277 -0.54738 -7.38915
H -5.70114 0.53025 -8.74263
H -3.44681 -0.65283 -5.10614
H -3.63198 -1.86550 -6.26130
H -5.05486 -1.12590 -5.53196
H -5.66557 1.51800 -6.19434
H -4.58138 2.28274 -7.32057
H -4.05676 1.81824 -5.76041
H -1.82852 -0.50903 -11.19381
H -0.58743 -0.25686 -9.94139
H -1.97832 0.85775 -10.24304
C 1.95064 0.13768 -11.10296
C 2.10418 -0.95214 -12.13398
N 0.83092 -1.61054 -12.42489
C 0.08047 -1.25769 -13.51609
C -1.01678 -2.19683 -13.53319
N -0.96758 -2.99650 -12.36353
C 0.11986 -2.52319 -11.65876
C -1.88046 -4.05244 -12.04375
H 2.87369 0.69430 -10.94101
H 1.72498 -0.24989 -10.10949
H 1.35444 0.99696 -11.41000
H 2.73074 -1.76877 -11.77532
H 2.44774 -0.59587 -13.10514
H 0.55802 -0.56300 -14.19117
H -1.87781 -2.30544 -14.17602
H 0.63193 -2.97708 -10.82320
H -1.71333 -4.81229 -12.80717
H -2.90050 -3.67043 -12.08483
H -1.81175 -4.39474 -11.01119
C -0.22384 -2.21170 0.01386
C 0.96007 -2.96540 -0.56148
N 0.74377 -3.25122 -1.97304
C 1.24561 -4.43477 -2.54514
C 0.77768 -4.45476 -3.83896
N 0.11963 -3.27767 -4.10103
C 0.26768 -2.47060 -3.00992
C -0.46744 -2.89256 -5.31554
H -1.16825 -2.71036 -0.20414
H -0.27855 -1.19286 -0.36966
H -0.14934 -2.05091 1.08936
H 1.14840 -3.92529 -0.08060
H 1.91989 -2.47979 -0.38535
H 1.65880 -5.23240 -1.94557
H 0.95514 -5.15572 -4.64117
H -0.22556 -1.51369 -2.92366
H -0.15667 -3.61073 -6.07433
H -0.29786 -1.82992 -5.48909
H -1.54527 -3.00207 -5.19564
C -10.22445 -2.26346 -6.85003
C -8.95475 -1.44466 -7.06996
N -8.41521 -0.97406 -5.74796
C -8.12380 -1.78825 -4.66553
C -7.61005 -0.91984 -3.61177
N -7.44059 0.36847 -4.14965
C -7.95277 0.30837 -5.45261
C -6.76534 1.46469 -3.56068
H -10.05207 -3.33570 -6.75680
H -10.85389 -2.15441 -7.73321
H -10.79721 -1.82526 -6.03270
H -9.13354 -0.57233 -7.69858
H -8.24125 -2.04138 -7.63824
H -8.36398 -2.84076 -4.69581
H -7.14988 -1.20952 -2.67865
H -7.88017 1.19936 -6.05864
H -7.43431 2.19032 -3.09803
H -6.30291 2.12306 -4.29606
H -5.97308 1.15124 -2.88085
C -5.93395 4.90305 -2.30676
C -4.42463 5.16155 -1.87627
N -3.60577 4.06138 -2.16642
C -3.64637 2.90673 -1.35706
C -2.73712 1.93976 -1.96404
N -2.15593 2.64116 -3.04220
C -2.74239 3.88461 -3.17928
C -1.28529 2.14564 -4.07327
H -6.16247 4.80496 -3.36801
H -6.59018 5.72613 -2.02395
H -6.34833 4.03611 -1.79217
H -4.36147 5.37068 -0.80839
H -4.00337 6.01399 -2.40918
H -4.41196 2.81891 -0.60038
H -2.36490 0.95259 -1.73307
H -2.50901 4.63775 -3.91732
H -1.20776 2.79850 -4.94267
H -1.51165 1.10945 -4.32462
H -0.29920 2.04195 -3.62052
C -3.89382 3.63846 -12.92145
C -4.17343 2.87667 -11.63335
N -3.90322 3.75076 -10.42895
C -4.47626 4.98133 -10.15514
C -3.91869 5.46337 -9.02625
N -3.02294 4.56668 -8.57482
C -3.07063 3.45560 -9.36695
C -2.31612 4.63528 -7.34905
H -2.87607 4.02553 -12.97086
H -4.58739 4.47887 -12.89373
H -3.98247 3.02938 -13.82105
H -3.50979 2.02198 -11.50225
H -5.22465 2.59148 -11.59196
H -5.16221 5.46052 -10.83798
H -4.06277 6.42256 -8.55127
H -2.47091 2.56837 -9.22699
H -1.22886 4.55817 -7.35328
H -2.68529 3.85042 -6.68888
H -2.47540 5.60071 -6.86876
C 1.08639 2.68572 -7.53869
N 1.69485 1.64004 -6.74005
C 1.53696 0.40565 -7.13490
C 2.22026 -0.63942 -6.42440
C 2.94592 -0.35165 -5.25742
C 2.88334 0.94884 -4.77828
C 2.23658 1.93043 -5.54523
C 3.67941 -1.42274 -4.52339
C 3.78242 -1.41101 -3.11241
C 4.27629 -2.51878 -2.39143
N 4.68892 -3.64581 -3.07597
C 4.52936 -3.72483 -4.43554
C 4.01366 -2.64319 -5.13633
C 5.07379 -4.79534 -2.29432
H 0.26106 3.04065 -6.92148
H 0.68008 2.34214 -8.48998
H 1.79538 3.48487 -7.75500
H 0.83268 0.22053 -7.93246
H 2.06111 -1.65331 -6.76067
H 3.31300 1.23946 -3.83101
H 2.28038 2.98732 -5.32736
H 3.31867 -0.63847 -2.51701
H 4.25691 -2.61485 -1.31589
H 4.73330 -4.62828 -4.99106
H 3.86609 -2.82701 -6.19029
H 5.73550 -4.52500 -1.47143
H 5.58899 -5.50160 -2.94536
H 4.15592 -5.26167 -1.93633
N -7.12034 -6.23137 -11.37118
S -7.99117 -5.63875 -12.39416
O -7.41746 -4.79374 -13.46297
O -9.41093 -5.43608 -12.07889
F -8.11277 -7.07866 -13.14021
S -6.37539 -4.76664 -11.01465
O -7.15093 -3.80306 -10.23246
O -5.15966 -4.41865 -11.79786
F -5.61444 -5.34265 -9.69704
N -4.27521 -3.19985 -1.18418
S -4.57396 -3.67888 -2.57987
O -3.41241 -4.14601 -3.32502
O -5.74045 -3.11622 -3.25162
F -5.00857 -5.18627 -2.09153
S -3.87222 -1.64063 -1.75307
O -4.95111 -0.80741 -2.18063
O -2.56198 -1.52037 -2.39044
F -3.59781 -0.94890 -0.31049
N -2.24028 -7.29929 -7.29529
S -1.09627 -7.31869 -6.07240
O -1.58054 -7.46126 -4.67909
O 0.20984 -6.68422 -6.28408
F -0.67894 -8.88399 -6.32930
S -2.17259 -5.85356 -7.48249
O -1.01912 -5.27793 -8.20227
O -2.76423 -5.04767 -6.41235
F -3.32191 -5.60104 -8.58543
```